Record 1
Here is a single C3H7N3OS molecule at a distorted geometry from the OMol25 dataset. Energies are from ωB97M-V/def2-TZVPD.

Cartesian coordinates (Å):
C -1.75532 0.26367 -0.00685
C 0.36730 -1.29537 0.66371
C 2.94684 0.68678 -0.57536
H -3.43894 -0.35614 -1.01373
H -3.52043 1.13917 -0.21729
H -0.16007 1.09091 0.54428
H 0.46343 -2.25634 1.13150
H 0.14320 -0.55301 1.44123
H 3.70323 0.13979 -1.14053
H 3.04025 1.76096 -0.50329
N -3.10674 0.21562 -0.25137
N -1.16586 1.30111 0.42949
N 1.83117 0.27271 -0.10738
O 1.68148 -1.11768 0.11071
S -1.02953 -1.29217 -0.50512

Values from the calculation:
molar mass: 133.176 g/mol
relative energy (zero: lowest compared OMol25 entry of this formula, charge and spin): 3.0891 eV
HOMO energy: -0.337 hartree
SMILES string: [H]/N=C(/N)SCON=C
2S+1: 1
HOMO-LUMO gap: 10.0 eV

Atomic partial charges in e from the natural (NBO) method, atoms 1 to 6:
1 C 0.293
2 C -0.220
3 C -0.117
4 H 0.388
5 H 0.393
6 H 0.367

Record 2
Here is 2 unconnected molecules or ions with the total composition C3H10N4 at a distorted geometry from the OMol25 dataset. Energies are from ωB97M-V/def2-TZVPD.

Cartesian coordinates (Å):
N 3.31058 0.48787 -0.06683
C 1.96688 0.05107 -0.25630
N 1.83625 -1.35561 -0.27100
N 0.94391 0.83530 -0.16572
H 3.52986 1.21226 0.61787
H 4.00894 -0.23217 -0.03243
H 2.59120 -1.87601 0.21816
H 0.96845 -1.81772 -0.01765
H 1.21325 1.71584 -0.54883
C -2.84456 -1.07188 -0.40183
C -2.60792 0.23868 -0.16933
N -2.93505 0.92464 1.01060
H -3.40446 -1.66464 0.37433
H -2.62922 -1.50915 -1.40728
H -1.94420 0.80117 -0.85796
H -3.37730 0.34656 1.71835
H -2.13275 1.47130 1.35086

Values from the calculation:
molar mass: 102.141 g/mol
relative energy (zero: lowest compared OMol25 entry of this formula, charge and spin): 0.8803 eV
HOMO energy (spin up / spin down): -0.451 / -0.450 hartree
2S+1: 2
charge: +1
HOMO-LUMO gap (spin up / spin down): 8.4 / 4.2 eV

Atomic partial charges in e from the natural (NBO) method, atoms 1 to 6:
1 N -0.847
2 C 0.617
3 N -0.827
4 N -0.848
5 H 0.408
6 H 0.383

Record 3
Here is a molecular structure, C8H8AuN3O5 at a distorted geometry from the OMol25 dataset. Energies are from ωB97M-V/def2-TZVPD.

Cartesian coordinates (Å):
Au -1.53278 -1.26470 0.62816
O -2.70357 -0.68191 -3.38667
C -2.37674 -0.69208 -2.14061
O -1.76902 -1.61405 -1.57681
C -2.76678 0.50464 -1.37174
C -3.38541 1.63371 -1.84659
C -3.66546 2.67513 -0.94728
C -3.33593 2.54567 0.39511
C -2.71979 1.36902 0.78439
N -2.44278 0.40850 -0.06915
C -2.28490 1.04008 2.22567
O -2.58407 1.79598 3.08035
O -1.59151 -0.09185 2.31347
H -2.42840 -1.48247 -3.87468
H -3.65255 1.69633 -2.89284
H -4.14290 3.58096 -1.29720
H -3.54336 3.31524 1.12794
N 0.27233 -2.36812 3.27885
C -0.14954 -3.26828 2.40229
N -0.01349 -4.55859 2.64781
O -0.69886 -2.94862 1.27318
H 0.70586 -2.64355 4.14609
H 0.12152 -1.38218 3.13510
H 0.52498 -4.90448 3.42575
H -0.35320 -5.22168 1.96888

Values from the calculation:
molar mass: 423.135 g/mol
relative energy (zero: lowest compared OMol25 entry of this formula, charge and spin): 0.0000 eV
HOMO energy: -0.653 hartree
2S+1: 1
charge: +2
HOMO-LUMO gap: 7.2 eV

Atomic partial charges in e from the natural (NBO) method, atoms 1 to 6:
1 Au 1.537
2 O -0.572
3 C 0.816
4 O -0.613
5 C 0.058
6 C -0.132

Record 4
Here is a molecular structure, C5H10NO2 at a distorted geometry from the OMol25 dataset. Energies are from ωB97M-V/def2-TZVPD.

Cartesian coordinates (Å):
C -0.18253 -0.90042 0.45187
C -1.00995 0.07509 -0.47770
C -2.16973 0.87150 0.15695
O -3.14451 1.34448 -0.72307
C 0.66290 0.09402 1.16673
N 1.83823 0.67093 0.30253
C 2.08583 0.05698 -1.00912
O 0.43927 0.09500 2.47292
H 0.45013 -1.63813 -0.06080
H -0.85051 -1.39720 1.18368
H -1.67815 -0.62384 -1.02136
H -0.43070 0.63833 -1.22959
H -1.84180 1.63648 0.88690
H -2.60357 0.03322 0.78135
H 1.75276 -0.34644 1.13670
H 2.06220 -1.04933 -0.83488
H 1.48480 0.21393 -1.93932
H 3.13533 0.22539 -1.24378

Values from the calculation:
molar mass: 116.140 g/mol
relative energy (zero: lowest compared OMol25 entry of this formula, charge and spin): 7.6528 eV
HOMO energy: -0.085 hartree
2S+1: 1
charge: -1
HOMO-LUMO gap: 5.5 eV

Atomic partial charges in e from the natural (NBO) method, atoms 1 to 6:
1 C -0.502
2 C -0.448
3 C -0.030
4 O -0.961
5 C 0.451
6 N -0.455

Record 5
Here is a single C3H6N2O2 molecule from the OMol25 dataset. Energies are from ωB97M-V/def2-TZVPD.

Cartesian coordinates (Å):
N 1.01001 1.39853 0.07500
C 0.45365 0.86674 1.19750
O 0.44474 1.41818 2.28229
C -0.16910 -0.52023 1.07557
O 0.29401 -1.33463 -0.00352
C -0.29555 -1.20269 -1.19524
N -1.08796 -0.25628 -1.48189
H 1.27918 2.36853 0.15744
H 0.63905 1.10614 -0.81780
H -1.25647 -0.41022 1.01800
H 0.09551 -1.06294 1.98250
H 0.02204 -2.01496 -1.85560
H -1.42913 -0.35616 -2.43425

Values from the calculation:
molar mass: 102.093 g/mol
relative energy (zero: lowest compared OMol25 entry of this formula, charge and spin): 1.2568 eV
HOMO energy: -0.361 hartree
SMILES string: [H]/N=C/OCC(N)=O
2S+1: 1
HOMO-LUMO gap: 10.6 eV

Atomic partial charges in e from the natural (NBO) method, atoms 1 to 6:
1 N -0.823
2 C 0.652
3 O -0.606
4 C -0.184
5 O -0.488
6 C 0.416

Record 6
Here is a molecular structure, C19H20Cl2N4O5Pt at a distorted geometry from the OMol25 dataset. Energies are from ωB97M-V/def2-TZVPD.

Cartesian coordinates (Å):
Pt 0.30664 0.65455 -0.17956
Cl -1.08149 -6.43265 1.68381
C -0.91071 -4.77327 1.93087
C -1.14686 -4.22919 3.20957
C -1.00417 -2.88402 3.39792
C -0.62470 -2.05159 2.31686
C -0.39930 -2.59991 1.03992
C -0.53524 -3.94597 0.84137
C -0.50719 -0.54714 2.65931
O -0.97413 -0.23121 3.72890
O 0.10150 0.23333 1.83046
H -1.44268 -4.87172 4.02761
H -1.18021 -2.43243 4.36436
H -0.11974 -1.97376 0.20387
H -0.36284 -4.38518 -0.13157
Cl 0.54798 1.08805 -2.29149
N -2.00899 0.79335 -0.17409
C -2.96896 1.08971 -0.75560
N -4.05743 1.42555 -1.38911
C -5.13576 2.11245 -0.66876
C -6.13965 1.04379 -0.21376
O -6.60075 0.32178 -1.33353
C -5.57959 -0.35701 -2.02579
C -4.52799 0.64287 -2.53359
H -5.62892 2.79514 -1.36089
H -4.73833 2.66462 0.18046
H -7.00794 1.50910 0.24799
H -5.64254 0.38166 0.50958
H -6.04933 -0.86934 -2.86322
H -5.07962 -1.08943 -1.37486
H -4.99686 1.32339 -3.24467
H -3.69958 0.12376 -3.01194
O 4.05843 1.84352 -3.25722
C 5.14913 2.34171 -2.55718
N 6.03854 1.28519 -2.07108
C 6.03371 0.67158 -0.88765
O 6.93750 -0.08857 -0.52605
C 4.91071 0.87638 0.09834
C 5.21654 1.23977 1.41081
C 4.18193 1.42715 2.30175
C 2.88156 1.21584 1.86284
N 2.59797 0.82973 0.61642
C 3.57443 0.64271 -0.26448
H 4.33716 1.47772 -4.10684
H 4.75263 2.90229 -1.71288
H 5.75470 3.01245 -3.16807
H 6.81894 1.03653 -2.67058
H 6.24489 1.37942 1.71958
H 4.37131 1.72703 3.32209
H 2.03565 1.33646 2.52801
H 3.29964 0.31381 -1.25823

Values from the calculation:
molar mass: 650.376 g/mol
HOMO energy (spin up / spin down): -0.480 / -0.494 hartree
2S+1: 5
charge: +2
HOMO-LUMO gap (spin up / spin down): 6.8 / 2.8 eV

Atomic partial charges in e from the natural (NBO) method, atoms 1 to 6:
1 Pt 1.023
2 Cl 0.255
3 C 0.087
4 C -0.209
5 C -0.129
6 C 0.092

Record 7
Here is a molecular structure, C6H10N2 at a distorted geometry from the OMol25 dataset. Energies are from ωB97M-V/def2-TZVPD.

Cartesian coordinates (Å):
C 0.80716 -1.26337 -0.54445
C 0.96877 0.82723 0.48041
C -1.21997 0.74451 0.11360
C -0.02548 1.31840 -0.71718
C -0.30254 0.10996 1.18897
C -0.43321 -0.96740 0.26513
H 1.42248 -2.24039 -0.17344
H 0.73539 -1.21471 -1.61280
H 2.29514 -0.51039 0.71819
H 1.63047 1.53026 1.01061
H -1.97274 1.47917 0.06720
H 0.25654 0.97163 -1.68982
H 0.26518 2.49962 -1.11316
H -0.61746 -0.20062 2.13123
H -0.97010 -1.80363 0.83316
H -2.46563 -0.89631 0.26623
N 1.66628 -0.05864 -0.12873
N -1.57309 -0.54573 -0.60788

Values from the calculation:
molar mass: 110.160 g/mol
relative energy (zero: lowest compared OMol25 entry of this formula, charge and spin): 7.3324 eV
HOMO energy: -0.320 hartree
2S+1: 1
HOMO-LUMO gap: 9.4 eV

Atomic partial charges in e from the natural (NBO) method, atoms 1 to 6:
1 C -0.241
2 C -0.008
3 C -0.066
4 C -0.451
5 C -0.348
6 C -0.113

Record 8
Here is a molecular structure, C13H30MnN9OS at a distorted geometry from the OMol25 dataset. Energies are from ωB97M-V/def2-TZVPD.

Cartesian coordinates (Å):
Mn 0.18892 -0.34166 0.14349
N -1.65286 0.19241 -0.74168
C -1.60664 0.28585 -2.21283
C -0.27709 0.88515 -2.63786
N 0.82964 0.10734 -2.07092
C 1.02522 -1.16236 -2.79958
C 1.23009 -2.30877 -1.83307
N 0.14470 -2.24639 -0.83225
C 2.08971 0.84823 -1.98817
C 1.99003 2.04424 -1.04413
N 1.02509 1.78475 0.04579
H -2.39627 -0.42924 -0.44028
H -1.90606 1.08738 -0.32913
H -2.43122 0.87454 -2.61307
H -1.71192 -0.71753 -2.62527
H -0.21490 1.91126 -2.26982
H -0.21697 0.94208 -3.72944
H 1.86858 -1.08243 -3.48919
H 0.14441 -1.35785 -3.41409
H 2.17250 -2.20207 -1.30191
H 1.24859 -3.25944 -2.36442
H 0.25505 -2.98730 -0.14716
H -0.74031 -2.43192 -1.29302
H 2.42545 1.18233 -2.97615
H 2.83092 0.14640 -1.60803
H 1.70879 2.94539 -1.58794
H 2.97572 2.23566 -0.62555
H 0.19255 2.34380 -0.10037
H 1.38194 2.10873 0.93706
C -3.68900 1.79658 5.26050
N -2.87055 2.16150 4.11595
C -2.19336 1.29699 3.36163
N -2.28328 -0.00207 3.64542
S -1.23621 1.84025 2.06137
H -4.14225 2.69558 5.66427
H -3.09052 1.33398 6.04823
H -4.49327 1.11774 4.96880
H -2.75202 3.12908 3.87352
H -2.82550 -0.34807 4.41771
H -1.77663 -0.64667 3.06138
N 2.51619 -4.61229 1.65486
C 1.67447 -4.07281 2.24427
N 0.71190 -3.44971 2.92564
C 0.18307 -2.43148 2.35948
N -0.30667 -1.49826 1.84602
C 4.16592 -1.36196 1.70465
C 2.85428 -0.64833 1.63513
C 2.45515 0.22558 2.77783
O 2.15142 -0.79067 0.63328
H 4.73590 -1.09676 2.59174
H 4.74736 -1.13510 0.80852
H 3.96795 -2.43709 1.71136
H 2.43380 -0.37079 3.69472
H 1.49440 0.70268 2.61658
H 3.24265 0.97231 2.92312

Values from the calculation:
molar mass: 415.450 g/mol
relative energy (zero: lowest compared OMol25 entry of this formula, charge and spin): 0.8944 eV
HOMO energy (spin up / spin down): -0.403 / -0.400 hartree
2S+1: 2
charge: +1
HOMO-LUMO gap (spin up / spin down): 8.8 / 8.7 eV

Atomic partial charges in e from the natural (NBO) method, atoms 1 to 6:
1 Mn 1.060
2 N -0.842
3 C -0.227
4 C -0.225
5 N -0.454
6 C -0.229

Record 9
Here is 2 unconnected molecules or ions with the total composition C4H13NPS at a distorted geometry from the OMol25 dataset. Energies are from ωB97M-V/def2-TZVPD.

Cartesian coordinates (Å):
C 0.47939 -2.62083 -0.32445
C 1.33974 1.27705 0.82448
C -1.62210 -0.79958 1.93946
C -0.90342 2.22858 -1.51000
N 1.04200 -1.36872 0.16411
P 0.14791 -0.00306 0.30036
S -0.62129 0.43016 -1.60207
H -0.31493 -2.95216 0.34731
H 0.06688 -2.51303 -1.33027
H 1.25543 -3.38348 -0.34607
H 1.90715 0.89535 1.66991
H 0.82850 2.18491 1.13146
H 2.01330 1.49586 -0.00532
H -1.93650 0.11090 2.41659
H -1.01829 -1.45924 2.53548
H -2.33356 -1.25499 1.27702
H 0.04588 2.75438 -1.59294
H -1.42960 2.49228 -0.59760
H -1.52439 2.46605 -2.36895
H 2.04692 -1.30953 0.18942

Values from the calculation:
molar mass: 138.196 g/mol
relative energy (zero: lowest compared OMol25 entry of this formula, charge and spin): 0.7611 eV
HOMO energy: -0.487 hartree
2S+1: 1
charge: +1
HOMO-LUMO gap: 8.7 eV

Atomic partial charges in e from the natural (NBO) method, atoms 1 to 6:
1 C -0.418
2 C -0.970
3 C -0.516
4 C -0.725
5 N -0.977
6 P 1.308

Record 10
Here is 3 unconnected molecules or ions with the total composition C3H8O at a distorted geometry from the OMol25 dataset. Energies are from ωB97M-V/def2-TZVPD.

Cartesian coordinates (Å):
C 0.55542 0.85018 1.24100
C 1.12970 -0.14984 0.42892
O -1.41948 -0.73607 -0.11648
C -1.42589 -0.14860 -1.23187
H 1.28740 1.33956 1.89753
H 0.20630 1.65531 0.42212
H -0.38906 0.57571 1.71589
H 0.55899 -1.03428 0.15645
H 2.08425 0.06274 -0.05486
H -1.00652 1.54462 -1.04042
H -0.57580 -0.35089 -1.92698
H -2.39397 -0.00458 -1.75127

Values from the calculation:
molar mass: 60.096 g/mol
relative energy (zero: lowest compared OMol25 entry of this formula, charge and spin): 6.2892 eV
HOMO energy (spin up / spin down): -0.281 / -0.362 hartree
2S+1: 1
HOMO-LUMO gap (spin up / spin down): 5.7 / 10.1 eV

Atomic partial charges in e from the natural (NBO) method, atoms 1 to 6:
1 C -0.684
2 C -0.217
3 O -0.534
4 C 0.021
5 H 0.232
6 H 0.225

Record 11
Here is a molecular structure, C7H6 at a distorted geometry from the OMol25 dataset. Energies are from ωB97M-V/def2-TZVPD.

Cartesian coordinates (Å):
C -0.93652 1.23581 0.61850
C -0.89377 -0.02832 -0.19761
C 0.19292 2.11423 0.69395
C 0.95572 0.98009 0.56513
C 0.52012 -0.26033 -0.11224
C 1.16894 -1.33400 -0.45967
C -1.79322 -0.86857 -0.74234
H 0.30954 3.05436 1.33188
H 1.92689 0.73820 1.08664
H 0.69938 -2.18894 -0.68110
H 2.14379 -1.24592 -0.24444
H -1.53197 -1.77432 -1.23488
H -2.76180 -0.42230 -0.62382

Values from the calculation:
molar mass: 90.125 g/mol
relative energy (zero: lowest compared OMol25 entry of this formula, charge and spin): 4.2335 eV
HOMO energy: -0.271 hartree
2S+1: 1
HOMO-LUMO gap: 7.2 eV

Atomic partial charges in e from the natural (NBO) method, atoms 1 to 6:
1 C 0.000
2 C -0.144
3 C -0.243
4 C -0.140
5 C -0.064
6 C -0.341

Record 12
Here is a gas-phase ion, C7H10IN3O4P (charge +1) at a distorted geometry from the OMol25 dataset. Energies are from ωB97M-V/def2-TZVPD.

Cartesian coordinates (Å):
N 1.42979 -2.97287 0.63454
C 1.33394 -1.68929 1.34287
C 0.28128 -0.81157 0.71662
C -1.04355 -1.02991 1.02766
N -2.02609 -0.30049 0.48300
N -3.31462 -0.66100 0.89144
C -1.75855 0.71255 -0.38809
I -3.43877 1.66061 -1.20748
C -0.44502 1.03189 -0.73352
P -0.07590 2.40300 -1.95474
O 1.45179 2.81783 -1.65967
O -0.89875 3.57498 -1.18674
C 0.56484 0.23163 -0.16512
C 2.03033 0.44587 -0.45617
O 2.66279 1.22125 0.17386
O 2.55292 -0.29053 -1.43675
H 2.11087 -2.91543 -0.11134
H 1.77005 -3.67393 1.27928
H 1.03244 -1.88644 2.36747
H 2.29475 -1.18077 1.40072
H -1.31825 -1.80444 1.72185
H -3.82732 0.14157 1.22856
H -3.80427 -1.15310 0.15588
H 1.59964 2.96991 -0.71088
H -1.17996 4.23969 -1.82720
H 2.01563 -1.08101 -1.58604

Values from the calculation:
molar mass: 358.052 g/mol
HOMO energy: -0.470 hartree
SMILES string: NCc1c[n+](N)c(I)c(P(O)O)c1C(=O)O
2S+1: 1
charge: +1
HOMO-LUMO gap: 8.2 eV

Atomic partial charges in e from the natural (NBO) method, atoms 1 to 6:
1 N -0.827
2 C -0.264
3 C -0.027
4 C 0.127
5 N -0.168
6 N -0.625

- Which value of molar mass does entry 11 give?
  90.125 g/mol

- The highest 2S+1 belongs to which entry?
  C19H20Cl2N4O5Pt